Density functional theory data (wB97M-V/def2-TZVPD) for a 12-piece molecular cluster, C49H100Cl2N11O7 overall at a distorted geometry.

The geometry in ORCA input format:
```
! RIJCOSX wB97M-V def2-TZVPD def2/J DEFGRID3
* xyz 9 1
C 3.548 -5.940 -3.091
C 2.327 -5.560 -3.939
C 0.944 -5.757 -3.281
O -0.078 -5.240 -4.144
C -1.315 -5.961 -4.032
N 2.264 -4.127 -4.392
H 2.435 -3.446 -3.587
H 2.929 -3.943 -5.135
H 1.292 -3.967 -4.751
H 3.456 -7.000 -2.807
H 3.533 -5.342 -2.175
H 4.525 -5.884 -3.575
H 2.299 -6.174 -4.848
H 0.929 -5.219 -2.298
H 0.782 -6.833 -3.167
H -1.884 -5.675 -4.893
H -1.864 -5.727 -3.109
H -1.143 -7.052 -4.037
C -8.296 -2.156 -2.818
C -7.630 -1.801 -4.151
C -6.345 -2.512 -4.538
O -5.316 -2.320 -3.562
C -4.206 -3.157 -3.941
N -8.539 -2.193 -5.285
H -8.798 -3.183 -5.237
H -9.427 -1.705 -5.382
H -8.107 -2.063 -6.209
H -9.050 -1.460 -2.459
H -7.493 -2.312 -2.089
H -8.708 -3.160 -2.890
H -7.512 -0.721 -4.166
H -5.963 -2.147 -5.520
H -6.687 -3.592 -4.612
H -3.821 -2.847 -4.924
H -4.551 -4.167 -4.172
H -3.404 -3.130 -3.186
C -0.868 4.242 -3.692
C -1.438 2.964 -4.286
C -2.860 3.173 -4.924
O -3.229 2.079 -5.711
C -3.911 1.033 -4.980
N -0.583 2.318 -5.367
H -1.198 1.803 -6.052
H -0.029 2.969 -5.951
H 0.044 1.538 -5.054
H -1.677 4.915 -3.432
H -0.306 4.828 -4.439
H -0.208 4.042 -2.837
H -1.458 2.182 -3.507
H -2.882 4.083 -5.487
H -3.632 3.235 -4.149
H -3.956 0.174 -5.684
H -4.932 1.430 -4.758
H -3.352 0.765 -4.051
C -2.557 -2.608 2.869
C -3.218 -3.471 3.933
C -4.040 -2.719 5.004
O -4.929 -3.748 5.456
C -5.553 -3.603 6.727
N -4.173 -4.473 3.254
H -3.673 -5.265 2.885
H -4.797 -4.723 4.054
H -4.701 -3.984 2.526
H -1.953 -3.255 2.206
H -1.927 -1.804 3.254
H -3.312 -1.990 2.332
H -2.448 -4.045 4.455
H -4.545 -1.834 4.564
H -3.380 -2.328 5.763
H -6.235 -2.758 6.722
H -4.835 -3.441 7.518
H -6.070 -4.538 6.955
C -4.773 -0.287 -1.162
C -5.648 0.940 -1.232
O -5.506 1.984 -1.742
N -6.975 0.767 -0.310
H -7.826 0.988 -0.830
H -7.058 -0.227 -0.111
C -6.844 1.561 1.010
H -3.760 0.094 -1.104
H -4.835 -0.762 -2.156
H -5.007 -1.004 -0.356
H -7.564 1.149 1.726
H -6.929 2.609 0.782
H -5.841 1.410 1.402
C -3.059 3.464 -0.265
C -2.749 2.583 0.890
O -3.282 1.679 1.304
N -1.592 3.102 1.851
H -0.890 2.384 1.836
H -1.227 3.999 1.586
C -2.093 3.315 3.262
H -3.282 4.476 0.087
H -3.915 3.035 -0.748
H -2.217 3.458 -0.953
H -2.705 2.433 3.444
H -2.606 4.295 3.318
H -1.254 3.248 3.971
C 0.895 1.007 -1.647
C -0.053 0.111 -0.870
O -1.165 0.743 -0.781
N 0.240 -1.125 -0.481
H -2.685 -4.810 -6.888
H 1.248 -1.400 -0.692
C -0.797 -2.240 -0.855
H 1.303 0.384 -2.442
H 1.794 1.401 -1.153
H 0.432 1.842 -2.147
H -0.284 -2.987 -1.448
H -1.441 -1.621 -1.460
H -1.293 -2.781 -0.030
C 5.848 3.629 -2.156
N 5.311 3.708 -0.732
C 5.535 4.775 0.015
C 5.074 4.779 1.293
C 4.526 3.671 1.919
C 4.188 2.588 1.099
C 4.567 2.710 -0.250
C 4.218 3.634 3.338
C 5.196 3.972 4.294
C 4.927 3.900 5.666
N 3.774 3.368 6.107
C 2.830 2.968 5.226
C 3.003 3.140 3.870
C 3.538 3.187 7.607
H 4.979 3.190 -2.663
H 6.634 2.854 -2.232
H 6.154 4.589 -2.572
H 6.216 5.538 -0.305
H 5.445 5.585 1.905
H 3.667 1.663 1.337
H 4.344 1.895 -0.964
H 6.204 4.342 4.056
H 5.599 4.197 6.479
H 1.959 2.498 5.676
H 2.258 2.737 3.195
H 3.792 4.105 8.136
H 4.199 2.396 7.941
H 2.515 2.899 7.687
C 10.399 4.065 4.106
N 9.309 3.122 3.724
C 8.873 2.257 4.697
C 7.880 1.331 4.411
C 7.324 1.213 3.094
C 7.830 2.147 2.126
C 8.809 3.088 2.493
C 6.235 0.273 2.768
C 6.220 -0.461 1.561
C 5.163 -1.325 1.287
N 4.160 -1.509 2.161
C 4.163 -0.844 3.313
C 5.154 0.067 3.651
C 3.030 -2.465 1.860
H 10.058 4.640 4.963
H 10.705 4.705 3.281
H 11.208 3.421 4.489
H 9.337 2.322 5.685
H 7.680 0.541 5.152
H 7.608 2.082 1.060
H 9.299 3.793 1.835
H 7.130 -0.572 0.969
H 5.137 -1.933 0.393
H 3.268 -1.017 3.920
H 5.009 0.659 4.539
H 2.777 -2.956 2.805
H 3.355 -3.207 1.124
H 2.200 -1.913 1.461
Cl 3.160 -2.022 -1.280
Cl -0.042 -0.950 -4.939
*
```

## Properties
Kohn-Sham gap (eV): 2.90
Calculated total energy (Eh): -3971.96067
Highest occupied orbital energy (eV): -24.7147